[1]
113
Properties=species:S:1:pos:R:3:forces:R:3:lowdin_charge:R:1 method="wB97M-V/def2-TZVPD" fmax_ev_per_a=6.0 e_homo_ev=-8.95 e_lumo_ev=0.473
O 3.00977 1.76255 3.73900 -2.26 -5.40 1.51 -0.461
S 2.28841 0.37618 3.94993 1.91 4.24 -0.24 1.043
O 1.11760 0.59149 5.21185 0.86 -1.60 -1.92 -0.339
C 0.07648 -0.39502 4.88198 -2.46 -0.78 0.25 -0.274
C 0.23421 -1.84061 5.63996 -0.28 0.71 1.02 -0.162
C 1.77690 -2.31067 5.93103 0.17 -0.48 0.05 -0.147
C 2.81747 -2.10885 4.68101 0.02 -1.96 -0.05 -0.322
C 2.22718 -2.64148 3.22021 1.43 0.01 -0.37 -0.116
C 2.01533 -4.27106 3.19688 -0.45 0.56 1.14 -0.179
O 0.76223 -4.53785 2.47187 2.00 -0.59 -1.71 -0.219
C 1.06381 -4.72069 1.01639 -0.31 0.10 0.57 -0.049
C -0.33084 -4.24201 0.23233 0.64 -0.37 1.31 -0.160
F -1.29053 -5.40241 0.22736 2.72 4.15 -0.57 -0.006
F -0.93199 -3.17464 1.11547 1.37 -3.29 -3.46 -0.024
F -0.00649 -3.75346 -1.12792 -1.84 -1.72 4.50 0.021
O 3.40439 -0.73841 4.59626 -1.78 0.11 -0.06 -0.344
H -0.06651 -0.57076 3.71581 0.62 0.57 2.36 0.104
H -0.96136 0.06941 5.24566 2.41 -0.86 -0.82 0.149
H -0.27842 -1.70923 6.70968 1.11 -0.40 -2.32 0.126
H -0.41994 -2.61949 5.05034 1.54 1.39 1.05 0.125
H 1.76812 -3.47614 6.18598 -0.02 2.51 -0.61 0.117
H 2.22707 -1.79171 6.90465 -1.04 -0.91 -2.30 0.139
H 3.74826 -2.82141 4.90794 -1.85 1.85 -0.45 0.168
H 1.24309 -2.10320 2.88717 1.89 -1.25 0.72 0.104
H 3.08237 -2.40796 2.42366 -1.95 -0.16 1.64 0.134
H 1.85895 -4.64327 4.31577 0.22 0.61 -2.52 0.134
H 2.89701 -4.87678 2.72153 -1.50 1.31 0.92 0.137
H 1.31068 -5.86513 0.80369 -0.81 2.48 0.22 0.159
H 1.99434 -4.05716 0.72747 -2.19 -1.07 0.17 0.142
C -1.02081 0.60791 0.27121 -0.21 0.10 -0.74 -0.331
O -0.79633 1.78195 0.53591 -0.14 -0.61 -0.49 0.000
N -1.40302 0.12544 -0.96249 0.36 0.38 1.33 -0.191
C -1.65020 -1.28206 -1.19494 0.00 0.14 -0.08 -0.063
C -1.56278 1.05415 -2.06191 0.06 0.18 0.21 -0.050
H -0.92924 -0.18250 1.03456 -0.04 -0.07 -0.12 0.130
H -0.96684 -1.63777 -1.97132 -0.16 -0.13 0.10 0.089
H -2.68407 -1.40920 -1.52871 0.03 -0.17 -0.04 0.090
H -1.49304 -1.86575 -0.28363 -0.08 0.45 -0.36 0.052
H -0.61254 1.56861 -2.23442 -0.16 0.06 -0.15 0.075
H -2.32124 1.79605 -1.79400 0.09 0.03 -0.18 0.089
H -1.86701 0.52837 -2.97093 0.08 0.02 0.23 0.095
C -4.31012 -1.17230 3.41341 -0.14 0.23 -0.69 -0.326
O -4.08564 0.00174 3.67811 -0.17 -0.77 -0.45 -0.001
N -4.69233 -1.65477 2.17971 0.37 0.27 1.27 -0.202
C -4.93951 -3.06227 1.94726 0.01 0.15 -0.02 -0.066
C -4.85209 -0.72606 1.08029 0.08 0.27 0.21 -0.047
H -4.21855 -1.96270 4.17676 -0.04 -0.08 -0.13 0.131
H -4.25615 -3.41797 1.17088 -0.09 -0.20 0.06 0.083
H -5.97338 -3.18941 1.61349 0.06 -0.19 -0.02 0.089
H -4.78235 -3.64596 2.85857 0.04 0.11 -0.14 0.080
H -3.90185 -0.21160 0.90778 -0.16 0.10 -0.13 0.078
H -5.61055 0.01584 1.34820 0.13 0.04 -0.20 0.095
H -5.15632 -1.25183 0.17127 0.06 -0.01 0.23 0.087
C -0.10252 5.35064 -3.94328 0.49 0.17 0.94 -0.321
O 0.63618 5.93749 -4.72352 -0.29 -0.28 0.60 -0.005
N 0.08925 5.25185 -2.58154 -0.40 0.04 -1.66 -0.195
C -0.83375 4.53762 -1.72473 0.21 0.02 0.14 -0.059
C 1.24989 5.88172 -1.98745 0.12 0.12 -0.29 -0.051
H -1.01443 4.83641 -4.28941 -0.02 -0.03 0.16 0.122
H -1.23460 5.23150 -0.98033 -0.09 -0.22 0.05 0.097
H -0.29575 3.72903 -1.22154 -0.31 0.02 0.14 0.069
H -1.66020 4.11383 -2.30202 0.18 0.13 0.02 0.080
H 1.21940 6.95510 -2.19798 0.18 -0.07 0.10 0.095
H 2.15359 5.46009 -2.43800 0.03 0.15 0.12 0.085
H 1.26712 5.71900 -0.90646 -0.12 -0.05 -0.21 0.086
C -3.99514 -7.46971 3.48172 -0.13 0.30 -0.72 -0.324
O -3.77066 -6.29567 3.74643 -0.27 -0.77 -0.46 0.000
N -4.37734 -7.95218 2.24802 0.37 0.25 1.36 -0.207
C -4.62453 -9.35968 2.01557 0.00 0.20 -0.09 -0.067
C -4.53711 -7.02347 1.14860 0.13 0.29 0.15 -0.046
H -3.90357 -8.26011 4.24508 -0.03 -0.06 -0.11 0.129
H -3.94116 -9.71538 1.23919 -0.13 -0.19 0.05 0.089
H -5.65839 -9.48682 1.68180 0.09 -0.22 0.00 0.089
H -4.46737 -9.94337 2.92689 -0.01 0.18 -0.12 0.085
H -3.58686 -6.50901 0.97609 -0.18 0.06 -0.12 0.079
H -5.29557 -6.28157 1.41651 0.09 0.02 -0.19 0.087
H -4.84134 -7.54924 0.23958 0.06 0.01 0.24 0.090
C -1.12577 3.74963 -7.54076 0.07 0.24 -0.84 -0.318
O -1.58652 2.65291 -7.83016 0.31 0.76 -0.04 -0.003
N -0.75470 4.72420 -8.44264 -0.35 -0.89 1.08 -0.206
C -0.21610 5.99947 -8.01865 -0.08 -0.05 -0.05 -0.060
C -0.90774 4.46617 -9.85924 -0.13 -0.34 0.07 -0.055
H -0.96770 4.04949 -6.49151 0.08 0.14 -0.11 0.112
H -0.86682 6.79811 -8.38609 0.15 0.11 0.05 0.088
H 0.78597 6.11817 -8.44081 -0.04 0.19 0.12 0.092
H -0.15546 6.05903 -6.92839 0.05 -0.09 -0.18 0.058
H -1.96138 4.26140 -10.07210 0.15 -0.03 -0.18 0.091
H -0.31680 3.58482 -10.12654 -0.14 0.09 -0.17 0.092
H -0.57375 5.32546 -10.44694 -0.04 -0.12 0.23 0.086
C 3.50537 -0.85333 -1.13510 -0.27 1.25 0.00 -0.323
O 2.69255 -1.57082 -0.56646 0.11 0.31 -0.04 -0.021
N 3.42235 0.51857 -1.24404 0.24 -1.92 -0.02 -0.190
C 4.42830 1.29745 -1.93513 -0.04 0.08 0.23 -0.057
C 2.29417 1.20412 -0.64908 -0.12 -0.32 0.14 -0.035
H 4.40166 -1.27179 -1.62233 -0.01 0.14 -0.01 0.129
H 4.86619 2.01259 -1.23291 0.03 -0.12 -0.40 0.057
H 3.95345 1.83608 -2.76026 0.22 0.08 0.00 0.095
H 5.21902 0.65564 -2.33353 -0.18 0.02 0.08 0.090
H 2.27854 0.99798 0.42547 -0.20 0.17 -0.08 0.091
H 1.37033 0.82233 -1.09429 -0.01 0.15 0.17 0.073
H 2.36514 2.28227 -0.81604 0.08 -0.21 0.00 0.090
C 4.98978 4.88089 -0.78192 0.08 -0.12 0.92 -0.317
O 5.63040 3.96571 -1.28281 -0.29 0.68 0.56 -0.014
N 4.75152 5.04590 0.56599 0.11 0.03 -1.63 -0.199
C 3.98168 6.15902 1.08028 0.07 -0.18 0.06 -0.065
C 5.28738 4.07638 1.49854 0.18 -0.26 -0.15 -0.038
H 4.53757 5.67369 -1.40063 -0.02 0.03 0.11 0.126
H 4.60927 6.73705 1.76460 -0.21 0.10 0.00 0.090
H 3.11280 5.76945 1.61854 0.00 0.21 0.04 0.092
H 3.63996 6.80968 0.27050 0.11 -0.14 0.06 0.080
H 6.37675 4.05049 1.39857 -0.10 -0.12 0.12 0.095
H 4.88771 3.08768 1.25323 0.13 0.04 0.24 0.087
H 5.01810 4.33793 2.52538 -0.03 -0.03 -0.26 0.093

=====

[2]
112
Properties=species:S:1:pos:R:3:forces:R:3:lowdin_charge:R:1 method="wB97M-V/def2-TZVPD" fmax_ev_per_a=5.1 e_homo_ev=-10.95 total_charge=+1 e_lumo_ev=-3.031
C -4.14031 -0.10532 0.81981 -0.11 -1.88 -1.92 0.022
C -4.40597 -1.01755 -0.22084 0.81 0.53 1.15 -0.056
C -3.64288 -0.85372 -1.59881 1.07 3.52 -1.18 -0.387
O -3.33940 0.31856 -1.95478 -1.03 -4.25 1.34 0.055
O -3.30903 -1.89228 -2.49447 -0.91 0.67 3.01 -0.033
C -3.09686 -3.15364 -1.81680 1.02 -1.88 0.08 -0.175
C -1.64954 -3.21614 -1.08232 -0.75 -0.87 -0.70 -0.170
C -0.54592 -3.10846 -2.24616 0.26 -0.75 0.48 -0.186
C 0.66128 -2.09907 -1.94739 -0.70 -0.01 -1.46 -0.175
C 0.22859 -0.68231 -1.32694 1.51 0.09 0.43 -0.154
C 1.18555 -0.39266 -0.03989 0.33 0.61 0.27 -0.125
C 0.41394 -0.57000 1.35190 -1.31 0.17 -2.18 -0.256
N 1.23070 -1.19219 2.45693 0.55 2.25 0.04 0.040
C 0.37637 -1.08791 3.68963 -0.83 0.10 0.10 -0.748
P -1.28595 -2.03653 3.75109 -0.24 0.31 0.16 0.891
P -1.06227 -4.01595 2.81471 0.19 -5.07 0.41 0.457
O -0.84988 -5.10007 3.88123 -0.41 3.43 -2.75 -0.347
O 0.28444 -4.09599 1.76334 -2.12 1.67 0.59 -0.217
O -2.49482 -4.38897 1.93211 2.52 2.24 1.28 -0.200
P 1.34623 -1.36184 5.32038 1.08 0.47 1.62 0.932
C 0.81955 -2.98088 6.15386 0.53 -1.23 -0.32 -0.288
O 3.00951 -1.56999 4.85311 -3.05 -1.36 -0.60 -0.329
C -0.02491 0.49846 3.61592 1.46 -0.58 -0.82 -0.484
P -1.31592 1.03160 4.89444 -1.04 0.83 0.41 0.336
S -2.96681 1.73764 4.15043 0.16 -0.28 -0.21 0.161
C -0.32802 0.68313 2.04192 -1.99 -0.39 -0.25 -0.290
P -0.07559 2.42347 1.30121 3.02 2.59 -0.67 0.664
N 1.37541 2.96574 1.68405 -1.73 -1.60 -0.43 -0.173
O -1.31957 3.41166 1.88231 1.16 -2.79 -2.40 -0.219
O -0.19398 2.43463 -0.40672 -0.93 -0.67 2.35 -0.199
H -4.80467 -0.04488 1.74813 1.31 -0.22 -1.40 0.085
H -3.19953 0.53646 0.71040 -1.90 -0.55 0.11 0.058
H -5.13526 -1.88870 -0.10175 0.81 1.65 -0.27 0.116
H -3.95090 -3.48566 -1.13764 0.99 0.80 -0.81 0.119
H -3.03194 -3.95346 -2.64525 -0.20 1.38 1.21 0.152
H -1.60642 -4.25090 -0.57176 -0.04 1.57 -0.79 0.114
H -1.54854 -2.44697 -0.24453 -0.25 -0.65 -1.12 0.068
H -1.07348 -2.92966 -3.24502 1.00 0.10 1.55 0.091
H -0.07404 -4.15724 -2.34201 -0.74 1.64 -0.02 0.128
H 1.45281 -2.66360 -1.35047 -1.05 0.97 -0.46 0.103
H 1.14708 -1.86675 -2.96867 -0.62 -0.54 1.61 0.125
H 0.47028 0.16166 -2.06712 -0.60 -1.39 1.00 0.121
H -0.87692 -0.59220 -1.06284 1.50 -0.15 -0.33 0.096
H 2.09344 -1.10286 -0.01169 -1.41 0.93 -0.27 0.122
H 1.63692 0.66212 -0.14430 -0.67 -1.69 0.56 0.098
H -0.44965 -1.28002 1.11892 1.31 0.61 0.50 0.101
H 1.94255 -0.44430 2.63442 0.07 -0.83 -0.15 0.179
H 1.76497 -2.05458 2.26338 -0.79 0.06 0.01 0.174
H -2.15656 -1.31248 2.85348 0.68 -0.34 -0.01 -0.059
H 0.19866 -3.41295 1.04670 -0.06 -1.01 0.45 0.036
H -2.87561 -3.53780 1.60779 0.11 -0.80 0.02 0.042
H 1.21521 -2.99989 7.22847 -0.37 0.43 -1.58 0.063
H 1.30099 -3.88979 5.62690 -1.03 1.22 0.76 0.067
H -0.31408 -3.11197 6.22873 1.60 0.26 -0.37 0.039
H 3.03629 -2.50196 4.51873 0.73 0.74 0.46 0.065
H 0.92367 1.10352 3.84635 -1.15 -0.79 -0.18 0.116
H -0.66565 2.00430 5.75008 0.05 -0.94 -0.60 0.011
H -1.69117 -0.04896 5.78691 1.08 0.41 -0.58 -0.022
H -1.44445 0.50556 1.81636 1.47 0.14 0.78 0.062
H 1.89675 3.18235 0.82170 -0.21 0.44 0.82 -0.010
H -2.07219 3.25719 1.25003 0.35 0.46 0.92 0.088
H 0.69471 2.48313 -0.81329 -0.58 0.10 0.54 0.070
C 5.29535 -1.04814 7.00059 0.02 -0.12 -0.37 -0.033
C 5.28775 -2.38837 7.68583 -0.08 -0.57 -0.29 -0.504
O 5.07806 -3.41395 7.06367 -0.04 0.46 0.19 0.050
C 5.54848 -2.41158 9.16829 -0.03 -0.42 0.01 -0.022
H 5.09346 -1.18632 5.93783 0.06 0.03 0.19 0.055
H 4.51747 -0.40952 7.42518 0.18 0.12 0.08 0.087
H 6.27440 -0.57755 7.11293 -0.12 0.13 0.17 0.091
H 4.78288 -1.83301 9.68956 0.18 0.15 0.03 0.086
H 6.53910 -2.00286 9.37784 -0.13 0.17 0.08 0.090
H 5.51239 -3.44254 9.52594 0.01 0.13 -0.07 0.086
C -1.09459 6.03940 -0.22789 0.21 -0.15 0.26 -0.019
C 0.23471 6.51274 -0.75132 0.52 -0.26 0.29 -0.498
O 1.28108 6.13964 -0.25172 -0.40 0.07 -0.28 0.048
C 0.22081 7.46567 -1.91703 0.42 0.05 -0.02 -0.022
H -0.93127 5.36017 0.60981 0.06 0.18 -0.11 0.052
H -1.68196 6.89116 0.12188 -0.18 -0.08 -0.22 0.067
H -1.63344 5.50439 -1.01348 -0.15 0.22 -0.03 0.095
H -0.30773 8.38086 -1.64261 -0.16 -0.10 -0.14 0.087
H -0.26062 6.99446 -2.77654 -0.17 0.15 0.06 0.086
H 1.24733 7.72172 -2.18744 -0.12 -0.04 0.06 0.083
C 0.26978 -4.35075 -7.43074 0.02 -0.12 0.44 -0.016
C -0.27947 -3.40268 -6.40052 0.04 -0.36 0.40 -0.482
O -0.27875 -3.68505 -5.21389 0.00 0.21 -0.48 0.037
C -0.83115 -2.09007 -6.89057 -0.10 0.15 0.43 -0.016
H 0.63189 -5.25362 -6.93505 -0.04 0.13 -0.07 0.090
H -0.51628 -4.62977 -8.13560 0.14 0.14 -0.15 0.095
H 1.10307 -3.88438 -7.95916 -0.16 -0.09 -0.19 0.059
H -1.66561 -2.26885 -7.57154 0.16 0.07 -0.14 0.090
H -0.04644 -1.52245 -7.39511 -0.12 -0.07 -0.19 0.085
H -1.19221 -1.50821 -6.03947 0.03 -0.07 -0.10 0.080
C -4.97935 7.90885 3.05448 -0.14 -0.32 -0.20 -0.024
C -3.96737 8.32480 2.02048 0.07 -0.31 -0.54 -0.497
O -3.82640 7.69870 0.98603 -0.02 0.23 0.45 0.047
C -3.13645 9.54506 2.31562 0.20 -0.03 -0.34 -0.021
H -5.50401 7.01587 2.70865 0.08 0.12 0.02 0.082
H -4.47569 7.67678 3.99530 -0.09 0.20 0.06 0.087
H -5.70868 8.70781 3.20323 0.11 0.01 0.19 0.088
H -2.55123 9.38554 3.22363 -0.15 0.15 0.08 0.088
H -3.78408 10.41655 2.43155 0.07 -0.03 0.21 0.089
H -2.45142 9.72616 1.48481 -0.10 -0.03 0.10 0.081
C 3.38349 -3.83942 -11.83707 -0.19 -0.34 -0.02 -0.022
C 3.13997 -3.68527 -10.35974 -0.33 -0.52 0.26 -0.495
O 2.52580 -4.52586 -9.72906 0.30 0.43 -0.27 0.052
C 3.68572 -2.45037 -9.69243 -0.14 -0.07 0.35 -0.023
H 2.93513 -4.77317 -12.18213 0.05 0.12 0.07 0.086
H 2.92416 -3.00948 -12.37824 0.22 0.06 -0.02 0.088
H 4.45684 -3.87211 -12.03544 -0.05 0.20 -0.08 0.088
H 3.23985 -1.55892 -10.13857 0.21 0.02 -0.09 0.087
H 4.77234 -2.42153 -9.79568 -0.06 0.16 -0.13 0.088
H 3.43567 -2.47265 -8.62949 0.04 -0.02 -0.12 0.077